{
  "formula": "C3H3O2Sr",
  "method": "wB97M-V/def2-TZVPD",
  "species": ["H", "O", "O", "C", "C", "C", "H", "H", "Sr"],
  "coordinates": [[-0.141, -0.721, 2.123], [-0.669, -0.768, -1.038], [2.013, 1.439, -0.746], [-0.181, 0.472, -0.556], [-0.802, -0.229, 0.619], [1.354, 0.431, -0.492], [-0.660, 1.355, -1.013], [-1.894, -0.145, 0.701], [0.980, -1.834, 0.402]],
  "e_lumo_ha": [0.08899, 0.08891],
  "e_tot_ha": -297.06991,
  "homo_ev": [-0.87, -0.87],
  "molar_mass_g_mol": 158.68,
  "total_charge": -1,
  "de_lowest_kcal_mol": 54.7
}


{
  "formula": "C15H22BrCl4N4O3",
  "method": "wB97M-V/def2-TZVPD",
  "species": ["C", "C", "O", "O", "C", "C", "C", "C", "C", "C", "C", "N", "N", "Br", "N", "C", "C", "C", "O", "N", "C", "C", "H", "H", "H", "H", "H", "H", "H", "H", "H", "H", "H", "H", "H", "H", "H", "H", "H", "H", "H", "H", "H", "H", "C", "Cl", "Cl", "Cl", "Cl"],
  "coordinates": [[-5.036, 2.202, -0.444], [-4.264, 3.259, -1.175], [-3.945, 4.311, -0.702], [-3.959, 2.944, -2.482], [-2.584, 2.690, -2.752], [-2.181, 1.227, -2.496], [-0.823, 1.114, -1.811], [-0.556, -0.123, -1.008], [-1.493, -1.108, -0.813], [-1.197, -2.230, -0.045], [-2.218, -3.308, 0.203], [-3.562, -2.748, 0.034], [0.043, -2.307, 0.438], [0.610, -3.815, 1.388], [0.981, -1.403, 0.295], [0.707, -0.314, -0.383], [1.828, 0.684, -0.425], [2.209, 1.132, 0.983], [1.408, 1.091, 1.876], [3.536, 1.629, 1.080], [3.536, 2.906, 1.824], [4.337, 0.615, 1.788], [-5.360, 2.594, 0.515], [-4.387, 1.341, -0.264], [-5.879, 1.852, -1.038], [-2.439, 2.948, -3.799], [-1.980, 3.384, -2.160], [-2.977, 0.779, -1.903], [-2.163, 0.708, -3.455], [-0.717, 1.954, -1.113], [-0.015, 1.235, -2.537], [-2.484, -1.056, -1.236], [-2.062, -3.741, 1.193], [-2.061, -4.083, -0.550], [-3.790, -2.213, 0.868], [-4.226, -3.515, 0.048], [1.514, 1.593, -0.936], [2.691, 0.261, -0.938], [4.414, 3.477, 1.533], [2.654, 3.488, 1.562], [3.537, 2.748, 2.904], [4.034, 0.525, 2.836], [5.385, 0.903, 1.750], [4.220, -0.360, 1.314], [4.954, -4.658, 2.007], [5.765, -5.565, 0.737], [6.111, -4.169, 3.236], [4.189, -3.218, 1.308], [3.694, -5.664, 2.743]],
  "e_lumo_ha": -0.15890,
  "e_tot_ha": -5443.98031,
  "homo_ev": -12.07,
  "molar_mass_g_mol": 528.08,
  "total_charge": 1
}


{
  "formula": "C18H18F3N2",
  "method": "wB97M-V/def2-TZVPD",
  "species": ["C", "C", "C", "N", "N", "C", "C", "H", "H", "H", "H", "H", "H", "H", "H", "H", "H", "F", "C", "C", "C", "F", "C", "C", "C", "C", "C", "C", "C", "C", "F", "C", "C", "H", "H", "H", "H", "H", "H", "H", "H"],
  "coordinates": [[1.285, -2.033, -1.304], [2.010, -0.681, -1.391], [1.990, -0.077, 0.001], [0.756, -0.711, 0.667], [0.974, -0.852, 2.099], [1.696, -0.062, 2.794], [0.633, -2.133, 0.064], [0.513, -2.098, -2.082], [1.976, -2.875, -1.427], [3.039, -0.791, -1.755], [1.469, -0.017, -2.078], [2.823, -0.376, 0.640], [1.921, 1.013, 0.010], [1.515, -0.041, 3.890], [2.554, 0.562, 2.457], [-0.421, -2.418, -0.002], [1.130, -2.795, 0.780], [-0.097, 3.482, 3.920], [-0.082, 3.144, 2.581], [0.518, 4.023, 1.684], [0.528, 3.637, 0.344], [1.086, 4.481, -0.591], [0.096, 2.384, -0.079], [-0.333, 1.454, 0.896], [-0.510, 0.005, 0.489], [-1.596, -0.783, 1.240], [-2.631, -1.360, 0.466], [-3.549, -2.245, 1.037], [-3.477, -2.555, 2.403], [-2.513, -1.916, 3.168], [-2.400, -2.248, 4.502], [-1.588, -1.016, 2.622], [-0.576, 1.893, 2.203], [0.950, 4.960, 2.017], [0.163, 2.089, -1.128], [-0.720, -0.032, -0.584], [-2.684, -1.115, -0.599], [-4.326, -2.691, 0.410], [-4.143, -3.283, 2.852], [-0.857, -0.588, 3.305], [-1.089, 1.273, 2.936]],
  "e_lumo_ha": -0.12276,
  "e_tot_ha": -1105.48749,
  "homo_ev": -12.48,
  "molar_mass_g_mol": 319.35,
  "smiles": "C=N[N+]1([C@@H](c2cccc(F)c2)c2cc(F)cc(F)c2)CCCC1",
  "total_charge": 1,
  "de_lowest_kcal_mol": 45.9
}


{
  "formula": "C7H14N2S",
  "method": "wB97M-V/def2-TZVPD",
  "species": ["C", "C", "S", "H", "H", "H", "H", "H", "H", "C", "C", "C", "C", "C", "N", "N", "H", "H", "H", "H", "H", "H", "H", "H"],
  "coordinates": [[-3.024, -0.796, 1.188], [-3.523, -1.146, -1.589], [-2.419, -1.683, -0.211], [-3.570, 0.165, 0.991], [-3.638, -1.200, 1.904], [-2.148, -0.385, 1.863], [-3.261, -1.562, -2.588], [-3.538, 0.007, -1.578], [-4.528, -1.643, -1.387], [1.120, 1.169, -0.792], [1.616, 0.355, -2.091], [1.788, 0.880, 0.438], [1.711, -0.321, 1.156], [3.287, 1.053, 2.024], [2.768, 1.711, 0.858], [2.808, -0.241, 2.039], [1.150, 2.266, -0.979], [0.057, 0.876, -0.662], [2.695, 0.803, -2.081], [1.053, -1.228, 0.772], [3.890, 1.577, 2.811], [3.119, -0.784, 2.713], [0.970, 0.868, -2.790], [1.619, -0.740, -2.006]],
  "e_lumo_ha": 0.03034,
  "e_tot_ha": -782.71776,
  "homo_ev": -8.13,
  "molar_mass_g_mol": 158.27,
  "smiles": "CCc1c[nH]cn1.CSC",
  "de_lowest_kcal_mol": 71.2
}


What did the third record say?
{
  "formula": "C18H18F3N2",
  "method": "wB97M-V/def2-TZVPD",
  "species": ["C", "C", "C", "N", "N", "C", "C", "H", "H", "H", "H", "H", "H", "H", "H", "H", "H", "F", "C", "C", "C", "F", "C", "C", "C", "C", "C", "C", "C", "C", "F", "C", "C", "H", "H", "H", "H", "H", "H", "H", "H"],
  "coordinates": [[1.285, -2.033, -1.304], [2.010, -0.681, -1.391], [1.990, -0.077, 0.001], [0.756, -0.711, 0.667], [0.974, -0.852, 2.099], [1.696, -0.062, 2.794], [0.633, -2.133, 0.064], [0.513, -2.098, -2.082], [1.976, -2.875, -1.427], [3.039, -0.791, -1.755], [1.469, -0.017, -2.078], [2.823, -0.376, 0.640], [1.921, 1.013, 0.010], [1.515, -0.041, 3.890], [2.554, 0.562, 2.457], [-0.421, -2.418, -0.002], [1.130, -2.795, 0.780], [-0.097, 3.482, 3.920], [-0.082, 3.144, 2.581], [0.518, 4.023, 1.684], [0.528, 3.637, 0.344], [1.086, 4.481, -0.591], [0.096, 2.384, -0.079], [-0.333, 1.454, 0.896], [-0.510, 0.005, 0.489], [-1.596, -0.783, 1.240], [-2.631, -1.360, 0.466], [-3.549, -2.245, 1.037], [-3.477, -2.555, 2.403], [-2.513, -1.916, 3.168], [-2.400, -2.248, 4.502], [-1.588, -1.016, 2.622], [-0.576, 1.893, 2.203], [0.950, 4.960, 2.017], [0.163, 2.089, -1.128], [-0.720, -0.032, -0.584], [-2.684, -1.115, -0.599], [-4.326, -2.691, 0.410], [-4.143, -3.283, 2.852], [-0.857, -0.588, 3.305], [-1.089, 1.273, 2.936]],
  "e_lumo_ha": -0.12276,
  "e_tot_ha": -1105.48749,
  "homo_ev": -12.48,
  "molar_mass_g_mol": 319.35,
  "smiles": "C=N[N+]1([C@@H](c2cccc(F)c2)c2cc(F)cc(F)c2)CCCC1",
  "total_charge": 1,
  "de_lowest_kcal_mol": 45.9
}


Copy entry 2 word for word.
{
  "formula": "C15H22BrCl4N4O3",
  "method": "wB97M-V/def2-TZVPD",
  "species": ["C", "C", "O", "O", "C", "C", "C", "C", "C", "C", "C", "N", "N", "Br", "N", "C", "C", "C", "O", "N", "C", "C", "H", "H", "H", "H", "H", "H", "H", "H", "H", "H", "H", "H", "H", "H", "H", "H", "H", "H", "H", "H", "H", "H", "C", "Cl", "Cl", "Cl", "Cl"],
  "coordinates": [[-5.036, 2.202, -0.444], [-4.264, 3.259, -1.175], [-3.945, 4.311, -0.702], [-3.959, 2.944, -2.482], [-2.584, 2.690, -2.752], [-2.181, 1.227, -2.496], [-0.823, 1.114, -1.811], [-0.556, -0.123, -1.008], [-1.493, -1.108, -0.813], [-1.197, -2.230, -0.045], [-2.218, -3.308, 0.203], [-3.562, -2.748, 0.034], [0.043, -2.307, 0.438], [0.610, -3.815, 1.388], [0.981, -1.403, 0.295], [0.707, -0.314, -0.383], [1.828, 0.684, -0.425], [2.209, 1.132, 0.983], [1.408, 1.091, 1.876], [3.536, 1.629, 1.080], [3.536, 2.906, 1.824], [4.337, 0.615, 1.788], [-5.360, 2.594, 0.515], [-4.387, 1.341, -0.264], [-5.879, 1.852, -1.038], [-2.439, 2.948, -3.799], [-1.980, 3.384, -2.160], [-2.977, 0.779, -1.903], [-2.163, 0.708, -3.455], [-0.717, 1.954, -1.113], [-0.015, 1.235, -2.537], [-2.484, -1.056, -1.236], [-2.062, -3.741, 1.193], [-2.061, -4.083, -0.550], [-3.790, -2.213, 0.868], [-4.226, -3.515, 0.048], [1.514, 1.593, -0.936], [2.691, 0.261, -0.938], [4.414, 3.477, 1.533], [2.654, 3.488, 1.562], [3.537, 2.748, 2.904], [4.034, 0.525, 2.836], [5.385, 0.903, 1.750], [4.220, -0.360, 1.314], [4.954, -4.658, 2.007], [5.765, -5.565, 0.737], [6.111, -4.169, 3.236], [4.189, -3.218, 1.308], [3.694, -5.664, 2.743]],
  "e_lumo_ha": -0.15890,
  "e_tot_ha": -5443.98031,
  "homo_ev": -12.07,
  "molar_mass_g_mol": 528.08,
  "total_charge": 1
}